ORCA calculation (ωB97M-V/def2-TZVPD) on 3 unconnected molecules or ions with the total composition C25H61IN6O13P3S at a distorted geometry.

Structure (ORCA input):
```
! wB97M-V def2-TZVPD RIJCOSX def2/J DEFGRID3
* xyz 1 1
C 0.770 3.667 2.376
C -0.264 2.535 2.348
C -1.567 2.922 1.623
N -1.818 2.165 0.419
C -2.045 0.763 0.501
C -3.388 0.326 1.189
N -3.087 0.181 2.628
C -4.478 1.383 1.163
O -4.544 2.066 -0.056
C -5.426 3.166 -0.010
C -6.912 2.771 -0.075
C -7.661 3.125 1.214
C -3.945 -1.092 0.743
S -5.068 -0.875 -0.720
C -4.809 -1.692 1.868
C -4.110 -2.623 2.872
C -4.909 -2.694 4.188
N -2.880 -2.043 0.289
I -3.764 -3.937 -0.348
C -1.852 -1.531 -0.754
N -2.279 -2.078 -2.026
C -0.575 -2.312 -0.442
C 0.004 -2.127 0.947
O 1.400 -2.310 0.835
C 2.057 -2.128 2.057
C 2.064 -0.701 2.556
O 2.603 -3.086 2.625
C -1.616 0.045 -0.811
N -0.157 0.231 -0.813
P -2.094 0.951 -2.403
N -1.413 2.335 -2.565
O -3.662 1.105 -2.598
O -1.656 0.022 -3.635
H 1.541 3.528 1.629
H 1.272 3.731 3.332
H 0.326 4.639 2.191
H -0.509 2.288 3.375
H 0.203 1.694 1.850
H -2.394 2.961 2.335
H -1.445 3.953 1.315
H -2.317 2.643 -0.312
H -1.282 0.387 1.176
H -2.886 1.074 3.049
H -2.338 -0.472 2.793
H -5.456 0.966 1.400
H -4.278 2.098 1.961
H -5.236 3.778 0.872
H -5.200 3.777 -0.874
H -7.377 3.294 -0.900
H -6.975 1.709 -0.289
H -7.437 2.418 2.004
H -7.377 4.123 1.518
H -8.730 3.113 1.042
H -6.229 -0.657 -0.100
H -5.276 -0.900 2.430
H -5.628 -2.254 1.439
H -3.120 -2.261 3.123
H -4.080 -3.624 2.467
H -5.008 -3.726 4.495
H -5.900 -2.272 4.086
H -4.378 -2.197 4.987
H -2.398 -2.381 1.125
H -1.493 -2.191 -2.647
H -2.989 -1.531 -2.493
H 0.162 -2.154 -1.211
H -0.856 -3.358 -0.541
H -0.374 -2.921 1.600
H -0.236 -1.168 1.402
H 3.035 -0.512 2.981
H 1.274 -0.613 3.292
H 1.878 -0.056 1.707
H 0.224 0.381 -1.733
H 0.092 0.996 -0.203
H -0.839 2.588 -1.771
H -4.050 0.314 -2.989
H -0.919 0.477 -4.056
C 4.111 0.577 -0.714
O 3.613 1.822 -1.199
P 4.569 3.083 -1.309
O 5.403 3.151 -2.505
O 5.372 3.138 0.064
C 6.698 2.588 0.129
O 3.497 4.220 -1.132
C 3.750 5.498 -1.742
H 5.017 0.273 -1.242
H 4.310 0.652 0.357
H 3.343 -0.177 -0.870
H 7.265 2.839 -0.765
H 6.662 1.505 0.249
H 7.185 3.022 0.998
H 3.468 5.466 -2.792
H 4.797 5.780 -1.651
H 3.135 6.228 -1.224
C 7.475 -2.404 -4.202
O 6.340 -2.571 -3.350
P 6.217 -3.836 -2.409
O 6.933 -3.758 -1.137
O 6.596 -5.090 -3.309
C 7.931 -5.619 -3.261
O 4.646 -3.916 -2.310
C 4.050 -4.482 -1.134
H 8.406 -2.501 -3.642
H 7.443 -3.131 -5.014
H 7.418 -1.405 -4.624
H 8.303 -5.639 -2.238
H 8.601 -5.030 -3.886
H 7.890 -6.633 -3.649
H 4.017 -3.737 -0.341
H 4.589 -5.363 -0.789
H 3.035 -4.767 -1.399
*
```

## Properties
**HOMO-LUMO gap**: 6.5 eV
**LUMO level**: -4.9 eV
**E_HOMO**: -0.4176 Eh
**Electronic energy**: -4015.668016 a.u.

Mulliken population analysis, charges in e, atoms 1 to 99: -1.411, 0.820, -1.145, 0.368, -1.771, 0.469, -0.334, -2.730, -0.042, -0.759, -0.224, -1.243, 0.309, -0.266, -1.298, -0.239, -1.398, -0.708, 0.460, -0.156, -0.262, -2.149, -0.181, -0.111, 0.503, -0.651, -0.598, 1.957, -0.211, 0.880, -0.934, -0.501, -0.542, 0.345, 0.382, 0.367, 0.429, -0.990, 0.105, 0.884, 0.581, -0.249, 0.538, 0.091, 0.587, 0.926, 0.488, 0.386, 0.490, 0.075, 0.260, 0.328, 0.401, 0.283, 0.472, 0.737, 0.164, 0.323, 0.389, 0.360, 0.357, 0.893, 0.418, 0.220, 0.814, 0.117, 0.597, 0.047, 0.455, 0.273, -0.005, 0.447, 0.205, 0.327, 0.413, 0.405, -0.689, -0.204, 0.865, -0.743, -0.269, -0.682, -0.206, -0.690, 0.492, 0.283, 0.116, 0.321, 0.270, 0.265, 0.294, 0.314, 0.232, -0.700, -0.283, 1.035, -0.681, -0.328, -0.707

***

ORCA calculation (ωB97M-V/def2-TZVPD) on 8 unconnected molecules or ions with the total composition C25H62N9O8PS.

Structure (ORCA input):
```
! wB97M-V def2-TZVPD RIJCOSX def2/J DEFGRID3
* xyz 0 1
C 0.479 -1.102 -1.540
O 1.735 -1.454 -2.085
C 2.837 -0.901 -1.400
C 2.747 0.624 -1.213
N 4.066 1.209 -1.017
C 4.454 1.457 0.360
N 3.570 2.403 1.052
P 3.124 -1.812 0.210
S 4.917 -2.514 0.514
H -0.268 -1.745 -2.013
H 0.213 -0.055 -1.747
H 0.448 -1.267 -0.451
H 3.732 -1.120 -1.995
H 2.048 0.877 -0.396
H 2.309 1.034 -2.133
H 4.123 2.076 -1.531
H 4.544 0.490 0.878
H 5.456 1.900 0.338
H 4.048 2.779 1.862
H 2.756 1.922 1.417
H 2.686 -0.921 1.214
H 2.083 -2.759 0.199
C -3.311 -2.035 -3.259
O -3.279 -0.839 -3.025
N -2.787 -2.616 -4.351
C -2.830 -4.049 -4.559
C -2.165 -1.788 -5.371
H -3.782 -2.755 -2.570
H -1.823 -4.457 -4.654
H -3.384 -4.293 -5.468
H -3.325 -4.523 -3.712
H -1.332 -1.219 -4.952
H -2.886 -1.077 -5.780
H -1.792 -2.436 -6.161
C 0.967 0.692 2.930
O 1.185 -0.495 3.093
N -0.109 1.194 2.293
C -0.324 2.620 2.138
C -1.116 0.269 1.805
H 1.648 1.474 3.308
H -1.239 2.921 2.650
H -0.396 2.896 1.084
H 0.507 3.163 2.586
H -1.526 -0.322 2.626
H -0.691 -0.427 1.083
H -1.916 0.836 1.333
C -2.098 2.007 5.167
O -2.063 3.216 5.036
N -3.214 1.290 5.398
C -3.182 -0.150 5.537
C -4.485 1.987 5.516
H -1.192 1.380 5.097
H -3.800 -0.630 4.775
H -3.549 -0.456 6.519
H -2.157 -0.503 5.425
H -4.721 2.514 4.591
H -4.457 2.718 6.324
H -5.266 1.263 5.734
C -5.296 2.561 9.204
O -6.163 2.445 8.360
N -5.387 3.368 10.282
C -4.324 3.476 11.255
C -6.596 4.154 10.452
H -4.344 2.006 9.158
H -4.668 3.176 12.247
H -3.946 4.499 11.312
H -3.502 2.823 10.965
H -7.469 3.506 10.529
H -6.746 4.819 9.601
H -6.505 4.746 11.361
C 10.160 -4.141 2.835
O 11.016 -3.910 3.665
N 9.360 -3.205 2.282
C 8.352 -3.527 1.296
C 9.521 -1.825 2.704
H 9.960 -5.157 2.455
H 8.547 -3.008 0.355
H 7.358 -3.240 1.642
H 8.360 -4.600 1.108
H 10.530 -1.471 2.490
H 9.353 -1.727 3.777
H 8.799 -1.211 2.169
C 0.054 -3.018 -8.782
O -0.323 -3.389 -7.687
N -0.619 -2.155 -9.565
C -0.097 -1.704 -10.835
C -1.925 -1.688 -9.124
H 0.997 -3.372 -9.230
H 0.022 -0.618 -10.843
H -0.760 -1.985 -11.655
H 0.878 -2.159 -11.007
H -1.863 -1.182 -8.163
H -2.612 -2.530 -9.025
H -2.316 -0.983 -9.853
C -1.872 1.407 -6.810
O -2.818 1.159 -7.535
N -1.976 1.777 -5.519
C -0.813 2.033 -4.700
C -3.301 1.909 -4.932
H -0.827 1.334 -7.155
H -0.784 1.353 -3.846
H -0.813 3.060 -4.328
H 0.088 1.881 -5.293
H -3.831 0.959 -4.959
H -3.885 2.654 -5.474
H -3.194 2.212 -3.894
*
```

## Properties
**HOMO-LUMO gap**: 8.9 eV
**LUMO level**: 0.4 eV
**E_HOMO**: -0.3123 Eh
**Electronic energy**: -2824.005624 a.u.

Mulliken population analysis, charges in e, atoms 1 to 99: -0.329, -0.457, 0.045, -0.534, -0.268, -0.431, -0.641, 0.287, -0.382, 0.116, 0.194, 0.055, 0.444, 0.014, 0.411, 0.293, 0.187, 0.420, 0.304, 0.159, -0.035, 0.065, -0.066, -0.538, 0.239, -0.923, -0.423, 0.311, 0.316, 0.310, 0.307, 0.110, 0.139, 0.239, -0.412, -0.647, 0.604, -1.081, -0.595, 0.598, 0.365, 0.347, 0.352, 0.222, -0.117, 0.456, 0.052, -0.638, 0.175, -0.981, -0.991, 0.355, 0.335, 0.346, 0.354, 0.311, 0.243, 0.422, 0.227, -0.610, 0.085, -0.904, -0.933, 0.225, 0.336, 0.338, 0.297, 0.295, 0.289, 0.375, 0.120, -0.589, 0.123, -0.882, -0.931, 0.255, 0.331, 0.329, 0.263, 0.295, 0.296, 0.357, 0.107, -0.560, 0.163, -0.923, -0.584, 0.238, 0.324, 0.331, 0.296, -0.109, 0.289, 0.382, 0.113, -0.604, 0.240, -1.140, -0.926

***

ORCA calculation (ωB97M-V/def2-TZVPD) on a molecular structure, C25H63Cu2N4O11 at a distorted geometry.

Structure (ORCA input):
```
! wB97M-V def2-TZVPD RIJCOSX def2/J DEFGRID3
* xyz 3 3
Cu 2.970 2.083 6.474
Cu 5.336 2.622 -0.005
O 1.219 -1.507 2.477
C 1.465 -0.250 2.570
O 2.315 0.239 1.799
O 1.009 0.402 3.543
H 0.730 -1.519 3.304
C 5.173 -6.909 -0.082
C 4.042 -5.896 0.176
O 4.137 -5.412 1.570
H 5.243 -7.577 0.777
H 6.049 -6.267 0.021
H 4.933 -7.430 -1.008
H 3.046 -6.294 -0.017
H 4.198 -5.078 -0.528
H 3.461 -4.742 1.693
C -2.593 5.820 6.253
O -2.077 4.998 7.262
C -1.906 3.666 6.907
C -1.032 2.979 7.999
N 0.227 3.690 8.174
C 0.765 3.562 9.534
C 2.062 4.477 9.842
O 2.940 4.242 8.783
C 4.082 5.146 8.900
H -2.252 6.834 6.463
H -3.667 5.751 6.429
H -2.318 5.643 5.214
H -1.447 3.632 5.919
H -2.894 3.205 6.900
H -0.904 1.938 7.701
H -1.689 3.036 8.867
H -0.176 4.599 7.994
H 1.059 2.587 9.921
H -0.126 3.863 10.085
H 2.394 4.285 10.862
H 1.772 5.493 10.108
H 4.422 5.331 7.881
H 4.893 4.797 9.540
H 3.840 6.179 9.149
C -4.750 1.501 -8.021
O -3.836 1.764 -7.010
C -3.529 3.137 -6.951
C -2.642 3.518 -5.818
N -3.169 3.610 -4.387
C -1.990 3.756 -3.449
C -2.447 3.510 -1.934
O -3.251 2.309 -1.946
C -4.122 2.122 -0.811
H -5.636 2.135 -8.029
H -5.169 0.504 -7.882
H -4.207 1.513 -8.966
H -4.471 3.683 -6.890
H -3.095 3.530 -7.871
H -2.125 4.439 -6.088
H -1.760 2.882 -5.733
H -3.585 2.716 -4.166
H -1.620 4.780 -3.513
H -1.211 3.066 -3.773
H -3.033 4.356 -1.575
H -1.653 3.359 -1.203
H -4.355 3.054 -0.295
H -3.639 1.543 -0.024
H -4.979 1.546 -1.158
C -2.882 -4.225 -2.843
O -3.038 -5.592 -2.456
C -2.601 -5.917 -1.181
C -2.689 -7.450 -0.857
N -1.815 -8.109 -1.847
C -1.917 -9.571 -1.824
C -3.215 -10.219 -2.404
O -4.398 -9.804 -1.614
C -5.413 -10.771 -1.637
H -3.867 -3.776 -2.711
H -2.720 -4.116 -3.915
H -2.237 -3.519 -2.319
H -3.020 -5.292 -0.393
H -1.522 -5.786 -1.109
H -3.711 -7.829 -0.852
H -2.231 -7.568 0.125
H -2.197 -7.907 -2.760
H -1.953 -9.975 -0.813
H -0.963 -9.979 -2.159
H -3.079 -11.296 -2.304
H -3.195 -9.873 -3.438
H -5.572 -11.153 -2.646
H -6.336 -10.350 -1.237
H -5.126 -11.549 -0.930
C 6.467 6.200 -4.463
C 5.651 5.148 -3.598
C 5.424 3.823 -4.379
O 4.688 2.911 -3.440
C 4.221 1.675 -4.092
N 6.487 4.846 -2.476
H 7.322 5.728 -4.948
H 6.796 7.173 -4.101
H 5.954 6.435 -5.396
H 4.709 5.599 -3.286
H 6.359 3.454 -4.798
H 4.701 3.915 -5.190
H 3.856 0.950 -3.364
H 5.038 1.082 -4.503
H 3.476 1.954 -4.838
H 6.776 5.760 -2.158
H 7.342 4.423 -2.805
*
```

## Properties
**HOMO-LUMO gap (alpha / beta)**: 3.3 / 2.2 eV
**Expectation value of S²**: 2.01
**Energy above the lowest of the compared OMol25 structures with the same formula, charge and spin**: 486.0 kJ/mol
**LUMO level (alpha / beta)**: -9.4 / -10.5 eV
**E_HOMO (alpha / beta)**: -0.4666 / -0.4666 Eh
**Electronic energy**: -5316.467172 a.u.

Mulliken population analysis, charges in e, atoms 1 to 99: 0.894, 0.895, -0.341, 0.788, -0.333, -0.469, 0.349, -0.968, -0.187, -0.509, 0.280, 0.264, 0.338, 0.262, 0.267, 0.253, -0.759, -0.347, -0.539, -0.693, -0.273, -0.780, -0.670, -0.219, -0.814, 0.257, 0.281, 0.329, 0.334, 0.410, 0.322, 0.362, 0.303, 0.356, 0.496, 0.433, 0.394, 0.274, 0.319, 0.332, -0.748, -0.297, -0.622, -0.633, -0.411, -0.593, -0.565, -0.301, -0.662, 0.321, 0.241, 0.302, 0.343, 0.424, 0.409, 0.360, 0.261, 0.327, 0.336, 0.406, 0.344, 0.297, 0.225, 0.236, -0.836, -0.329, -0.629, -0.390, 0.095, -0.878, -0.380, -0.290, -0.773, 0.318, 0.284, 0.346, 0.474, 0.358, 0.399, 0.379, 0.328, 0.361, 0.446, 0.447, 0.343, 0.323, 0.260, 0.345, -1.397, 0.145, -0.755, -0.288, -0.738, -0.531, 0.393, 0.396, 0.373, 0.268, 0.392

***

ORCA calculation (ωB97M-V/def2-TZVPD) on 6 unconnected molecules or ions with the total composition C25H64N2O7P at a distorted geometry.

Structure (ORCA input):
```
! wB97M-V def2-TZVPD RIJCOSX def2/J DEFGRID3
* xyz -1 1
C -2.394 -2.136 1.922
C -2.275 -1.049 0.849
C -0.789 -0.685 0.634
C -0.534 0.812 0.574
C -0.677 1.549 1.919
C 0.611 2.250 2.392
C 0.824 2.242 3.906
C 1.504 0.984 4.471
C 1.076 -0.336 3.850
C 2.012 -1.518 4.185
N 2.495 -2.140 2.935
P 4.082 -2.211 2.807
N 4.597 -2.850 1.470
O 4.798 -0.760 3.046
O 4.709 -3.049 4.082
H -3.386 -2.580 1.967
H -2.181 -1.692 2.892
H -1.653 -2.910 1.762
H -2.653 -1.467 -0.077
H -2.857 -0.189 1.167
H -0.190 -1.193 1.380
H -0.484 -1.102 -0.322
H 0.438 0.995 0.124
H -1.266 1.233 -0.113
H -1.017 0.892 2.711
H -1.424 2.331 1.799
H 1.479 1.792 1.921
H 0.595 3.278 2.033
H -0.120 2.419 4.416
H 1.475 3.083 4.145
H 2.590 1.063 4.429
H 1.237 0.928 5.526
H 1.067 -0.293 2.776
H 0.066 -0.568 4.192
H 2.824 -1.158 4.828
H 1.421 -2.277 4.702
H 3.785 -3.109 0.923
H 4.380 -0.118 2.453
H 4.646 -2.472 4.861
C -4.648 3.432 -1.699
C -3.612 2.685 -2.527
C -4.063 2.507 -3.969
O -3.345 1.412 -1.944
H -5.588 2.873 -1.671
H -4.305 3.544 -0.669
H -4.846 4.422 -2.111
H -2.668 3.231 -2.506
H -4.984 1.918 -4.015
H -3.311 1.966 -4.537
H -4.243 3.469 -4.452
H -4.164 0.904 -1.949
C -4.115 -1.621 -6.269
C -3.330 -0.563 -7.030
C -2.115 -1.159 -7.725
O -2.922 0.476 -6.137
H -3.492 -2.074 -5.493
H -4.980 -1.177 -5.774
H -4.463 -2.411 -6.936
H -3.978 -0.088 -7.769
H -1.432 -1.599 -6.993
H -1.563 -0.392 -8.258
H -2.408 -1.936 -8.434
H -2.344 0.082 -5.472
C 2.623 1.274 -9.336
C 1.114 1.290 -9.145
C 0.686 2.384 -8.178
O 0.663 0.020 -8.675
H 3.126 1.075 -8.386
H 2.912 0.484 -10.030
H 2.984 2.228 -9.724
H 0.626 1.444 -10.109
H 1.131 2.218 -7.193
H -0.396 2.381 -8.049
H 0.993 3.369 -8.533
H 1.078 -0.142 -7.819
C 5.130 -7.298 5.465
C 5.634 -7.725 4.093
C 7.048 -7.219 3.843
O 4.759 -7.249 3.082
H 5.098 -6.208 5.534
H 4.116 -7.664 5.629
H 5.773 -7.679 6.262
H 5.617 -8.815 4.020
H 7.070 -6.127 3.866
H 7.394 -7.530 2.857
H 7.745 -7.598 4.594
H 4.745 -6.282 3.109
C -2.314 4.986 6.933
C -1.981 4.914 5.450
C -2.783 5.932 4.652
O -2.224 3.602 4.955
H -3.372 4.760 7.098
H -1.734 4.250 7.489
H -2.105 5.976 7.340
H -0.915 5.095 5.306
H -3.854 5.735 4.749
H -2.534 5.867 3.593
H -2.587 6.950 4.995
H -3.163 3.409 5.065
*
```

## Properties
**HOMO-LUMO gap**: 5.4 eV
**LUMO level**: 2.1 eV
**E_HOMO**: -0.1200 Eh
**Electronic energy**: -1968.538595 a.u.

Just the Mulliken charges please, in e? Sure, here they are: -1.445, -0.183, -0.550, -0.838, -0.318, -1.057, -0.578, -0.992, 0.547, -0.636, -0.478, 0.741, -0.991, -0.558, -0.524, 0.417, 0.268, 0.363, 0.349, 0.248, 0.233, 0.424, 0.436, 0.029, 0.319, 0.506, 0.344, 0.547, 0.022, 0.466, 0.352, 0.281, -0.382, 0.238, 0.450, 0.108, 0.244, 0.302, 0.279, -1.369, 0.550, -1.242, -0.418, 0.320, 0.335, 0.395, 0.270, 0.277, 0.256, 0.380, 0.282, -1.362, 0.382, -1.143, -0.464, 0.345, 0.329, 0.394, 0.261, 0.292, 0.216, 0.393, 0.330, -1.324, 0.394, -1.238, -0.494, 0.357, 0.320, 0.375, 0.261, 0.332, 0.292, 0.390, 0.336, -1.100, 0.340, -1.146, -0.552, 0.225, 0.307, 0.353, 0.282, 0.273, 0.305, 0.353, 0.353, -1.364, 0.627, -1.404, -0.500, 0.328, 0.336, 0.386, 0.256, 0.347, 0.328, 0.384, 0.291